The following is a DFT calculation (ωB97M-V/def2-TZVPD) of a cluster of 2 separate species, C10H15ClO7 in total.

- total charge = 0
- Kohn-Sham gap (eV) = 10.46
- total energy (eV) = -37468.4362
- 2S+1 = 1
- structure (SMILES) = C[C@@]1(CC(=O)O)OC(=O)O[C@H]1Cl.CCOC(C)=O

Positions of all 33 atoms, in Å:
C (3.00, 0.91, 0.73)
C (2.55, 0.26, -0.57)
C (3.45, 0.51, -1.79)
C (4.90, 0.23, -1.45)
O (5.64, 1.03, -0.94)
O (5.33, -1.02, -1.82)
O (2.53, -1.21, -0.38)
C (1.25, -1.64, -0.35)
O (0.90, -2.76, -0.48)
O (0.43, -0.56, -0.14)
C (1.06, 0.45, -0.94)
Cl (0.41, 2.04, -0.66)
H (3.45, 0.13, 1.37)
H (3.76, 1.67, 0.56)
H (2.17, 1.34, 1.27)
H (3.33, 1.54, -2.14)
H (3.15, -0.19, -2.57)
H (4.82, -1.70, -1.35)
H (0.93, 0.18, -1.99)
C (-2.62, -1.37, 1.19)
C (-2.59, 0.03, 0.63)
O (-3.66, 0.26, -0.30)
C (-4.90, 0.63, 0.09)
C (-5.26, 0.63, 1.56)
O (-5.71, 0.92, -0.75)
H (-3.53, -1.55, 1.77)
H (-1.76, -1.53, 1.84)
H (-2.59, -2.10, 0.38)
H (-2.59, 0.80, 1.41)
H (-1.68, 0.17, 0.06)
H (-5.75, -0.32, 1.79)
H (-5.97, 1.43, 1.73)
H (-4.42, 0.76, 2.23)

Mulliken population analysis, charges in e, atoms 1 to 6: number 1, C, carries -1.627; number 2, C, carries 1.202; number 3, C, carries -0.837; number 4, C, carries 0.385; number 5, O, carries -0.490; number 6, O, carries -0.495